(1)
The following is a DFT calculation (the ωB97M-V functional and the def2-TZVPD basis) of a single C4H6O2 molecule.

Last column: natural (NBO) charge in e.
Atoms and positions in Å:
C -1.265 -0.987 -1.256  0.297
O -1.650 -2.062 -1.685  -0.574
C 0.976 1.388 0.200  -0.247
H -1.756 -0.027 -1.546  0.108
C -0.052 -0.822 -0.500  -0.062
H 1.368 1.190 -0.798  0.219
C 0.010 -0.800 0.951  -0.107
O -0.185 0.566 0.426  -0.409
H 0.631 2.415 0.288  0.204
H 1.740 1.188 0.950  0.189
H 0.970 -0.927 1.459  0.189
H -0.842 -1.056 1.586  0.194

Values from the calculation:
Orbital gap, eV: 9.08
Charge: 0
Total energy, hartree: -306.320733
LUMO, eV: 0.64
Energy above the lowest of the compared OMol25 structures with the same formula, charge and spin, kJ/mol: 487.2
Multiplicity: 1

(2)
The following is a DFT calculation (the ωB97M-V functional and the def2-TZVPD basis) of 2 unconnected molecules or ions with the total composition C4H6O2.

Last column: natural (NBO) charge in e.
Atoms and positions in Å:
H 0.606 1.432 0.493  0.202
C 1.402 -0.420 1.124  -0.397
H 1.852 -1.002 1.925  0.194
C -1.173 -0.264 -1.330  0.579
H 1.248 -0.929 0.175  0.199
O -0.146 -0.823 -1.949  -0.656
H -2.067 -0.024 0.745  0.233
C -1.623 0.198 -0.203  -0.142
C 1.064 0.855 1.292  -0.393
H 0.031 -0.423 -2.815  0.509
O -2.409 0.033 -1.697  -0.522
H 1.215 1.367 2.240  0.194

Values from the calculation:
Orbital gap, eV: 8.97
Charge: 0
Total energy, hartree: -306.307057
SMILES string: OC1=CO1.C=C
LUMO, eV: 0.49
Energy above the lowest of the compared OMol25 structures with the same formula, charge and spin, kJ/mol: 523.1
Multiplicity: 1

(3)
The following is a DFT calculation (the ωB97M-V functional and the def2-TZVPD basis) of a single C4H6O2 molecule in a non-equilibrium geometry.

Last column: natural (NBO) charge in e.
Atoms and positions in Å:
O 1.592 -0.223 -0.994  -0.721
C -0.179 1.081 0.140  -0.405
C -0.319 0.535 1.352  0.182
H -0.203 0.247 -1.845  0.186
H 0.021 -2.111 -0.153  0.214
H -0.432 2.091 -0.121  0.226
C -0.479 -1.152 -0.129  -0.093
C 0.192 0.007 -0.849  0.027
H 2.066 0.484 -0.540  0.476
H -0.324 1.068 2.303  0.205
H -1.518 -1.215 -0.505  0.193
O -0.415 -0.811 1.340  -0.490

Values from the calculation:
Orbital gap, eV: 9.85
Charge: 0
Total energy, hartree: -306.441567
SMILES string: O[C@@H]1C=COC1
LUMO, eV: 0.95
Energy above the lowest of the compared OMol25 structures with the same formula, charge and spin, kJ/mol: 169.9
Multiplicity: 1

(4)
The following is a DFT calculation (the ωB97M-V functional and the def2-TZVPD basis) of a single C4H6O2 molecule.

Last column: natural (NBO) charge in e.
Atoms and positions in Å:
H 0.900 0.726 0.514  0.171
H 1.342 1.226 -1.715  0.182
O -0.456 1.759 -0.670  -0.479
H -1.649 -0.153 1.050  0.233
C 0.268 -1.128 1.347  0.443
H -1.174 -1.329 -0.230  0.237
C -0.817 -0.558 0.459  -0.536
C 0.316 0.913 -1.522  -0.100
H 0.391 -0.577 2.306  0.110
C 0.037 0.554 -0.137  0.062
O 1.065 -1.952 0.977  -0.514
H -0.223 0.519 -2.380  0.191

Values from the calculation:
Orbital gap, eV: 11.09
Charge: 0
Total energy, hartree: -306.416819
SMILES string: O=CC[C@H]1CO1
LUMO, eV: 0.97
Energy above the lowest of the compared OMol25 structures with the same formula, charge and spin, kJ/mol: 234.9
Multiplicity: 1

(5)
The following is a DFT calculation (the ωB97M-V functional and the def2-TZVPD basis) of a single C4H6O2 molecule in a non-equilibrium geometry.

Last column: natural (NBO) charge in e.
Atoms and positions in Å:
H -1.785 1.499 -0.059  0.240
C -1.249 0.623 -0.418  -0.547
H 0.722 -1.359 -0.881  0.178
H -1.673 -0.370 -0.193  0.298
C 0.138 0.721 -0.835  0.514
H 2.314 0.412 0.018  0.490
O 1.883 -0.309 0.501  -0.694
C 0.681 -0.526 -0.165  -0.024
O 0.799 1.620 -1.317  -0.567
H -0.415 -0.126 1.733  0.238
H -0.923 -1.638 0.898  0.221
C -0.506 -0.615 0.777  -0.348

Values from the calculation:
Orbital gap, eV: 9.88
Charge: 0
Total energy, hartree: -306.370274
SMILES string: O=C1CC[C@@H]1O
LUMO, eV: 0.55
Energy above the lowest of the compared OMol25 structures with the same formula, charge and spin, kJ/mol: 357.1
Multiplicity: 1

(6)
The following is a DFT calculation (the ωB97M-V functional and the def2-TZVPD basis) of a single C4H6O2 molecule in a non-equilibrium geometry.

Last column: natural (NBO) charge in e.
Atoms and positions in Å:
H -0.382 -1.258 2.313  0.189
C 0.928 0.197 -0.591  -0.110
H 1.648 0.966 -0.192  0.208
H 1.281 -0.565 2.083  0.177
H -1.706 1.190 -1.380  0.167
C 0.221 -0.541 1.753  -0.136
C -0.189 0.002 0.394  0.169
O 0.062 0.290 -1.975  -0.575
O -0.247 0.788 1.565  -0.491
H -1.884 -0.567 -1.789  0.178
H 1.467 -0.721 -0.778  0.198
C -1.199 0.218 -1.402  0.025

Values from the calculation:
Orbital gap, eV: 9.79
Charge: 0
Total energy, hartree: -306.291963
LUMO, eV: 0.58
Energy above the lowest of the compared OMol25 structures with the same formula, charge and spin, kJ/mol: 562.7
Multiplicity: 1

(7)
The following is a DFT calculation (the ωB97M-V functional and the def2-TZVPD basis) of a molecular structure, C4H6O2 in a non-equilibrium geometry.

Last column: natural (NBO) charge in e.
Atoms and positions in Å:
H 0.261 1.819 0.878  0.143
H -1.350 -1.412 -0.795  0.242
H -0.799 0.427 -0.990  0.321
O 1.600 2.115 -0.618  -0.508
H 0.795 -0.243 -1.449  0.261
C 0.170 -1.050 0.835  0.365
C 0.231 0.193 -0.631  -0.555
C 0.747 1.474 -0.053  0.436
O 0.365 -0.531 1.924  -0.638
H -1.780 -0.183 0.515  0.245
C -0.988 -0.734 -0.008  -0.444
H 0.749 -1.875 0.393  0.134

Values from the calculation:
Orbital gap, eV: 9.91
Charge: 0
Total energy, hartree: -306.366063
LUMO, eV: 0.60
Energy above the lowest of the compared OMol25 structures with the same formula, charge and spin, kJ/mol: 368.2
Multiplicity: 1

(8)
The following is a DFT calculation (the ωB97M-V functional and the def2-TZVPD basis) of a single C4H6O2 molecule in a non-equilibrium geometry.

Last column: natural (NBO) charge in e.
Atoms and positions in Å:
O 1.198 1.330 0.350  -0.524
H -1.160 -1.405 -1.591  0.191
C -1.025 -1.458 -0.513  -0.158
C 0.236 1.079 -0.693  -0.090
C 0.735 0.225 1.148  -0.089
C -0.244 -0.172 0.027  0.179
H 0.220 0.551 2.065  0.190
H -0.532 1.859 -0.759  0.186
O -1.575 -0.488 0.292  -0.466
H -0.098 -1.966 -0.071  0.215
H 1.543 -0.470 1.406  0.183
H 0.718 0.945 -1.670  0.182

Values from the calculation:
Orbital gap, eV: 10.38
Charge: 0
Total energy, hartree: -306.340774
SMILES string: C1OCC12CO2
LUMO, eV: 0.98
Energy above the lowest of the compared OMol25 structures with the same formula, charge and spin, kJ/mol: 434.6
Multiplicity: 1

(9)
The following is a DFT calculation (the ωB97M-V functional and the def2-TZVPD basis) of a single C4H6O2 molecule.

Last column: natural (NBO) charge in e.
Atoms and positions in Å:
C -0.243 1.024 0.140  -0.414
O 1.157 -1.891 -0.723  -0.508
H -1.387 -0.809 0.005  0.175
C 0.568 0.540 -1.085  -0.530
H 1.559 0.974 -1.217  0.239
H -0.503 -1.610 2.082  0.480
O -0.529 -0.663 1.912  -0.691
C -0.496 -0.433 0.537  -0.006
H 0.026 0.584 -2.035  0.236
C 0.601 -0.860 -0.455  0.585
H 0.390 1.529 0.877  0.221
H -1.143 1.615 -0.037  0.214

Values from the calculation:
Orbital gap, eV: 10.01
Charge: 0
Total energy, hartree: -306.453577
SMILES string: O=C1CC[C@@H]1O
LUMO, eV: 0.62
Energy above the lowest of the compared OMol25 structures with the same formula, charge and spin, kJ/mol: 138.4
Multiplicity: 1

(10)
The following is a DFT calculation (the ωB97M-V functional and the def2-TZVPD basis) of a single C4H6O2 molecule in a non-equilibrium geometry.

Last column: natural (NBO) charge in e.
Atoms and positions in Å:
H -2.136 1.198 0.148  0.203
H 0.095 1.728 1.079  0.212
H 0.372 -2.255 0.897  0.139
H -1.384 0.335 -1.260  0.193
O 1.514 -0.432 -1.076  -0.710
H 1.726 -0.076 0.944  0.184
C -0.026 -1.321 0.494  0.433
H 1.364 0.344 -1.630  0.484
C -0.016 1.033 0.253  -0.362
C -1.222 0.850 -0.319  -0.258
O -1.214 -1.285 0.286  -0.488
C 0.928 -0.120 0.184  -0.030

Values from the calculation:
Orbital gap, eV: 9.55
Charge: 0
Total energy, hartree: -306.399576
SMILES string: C=C[C@H](O)C=O
LUMO, eV: 0.57
Energy above the lowest of the compared OMol25 structures with the same formula, charge and spin, kJ/mol: 280.2
Multiplicity: 1